This record from the Open Molecules 2025 dataset describes the molecule C19H22O5S. The level of theory is ωB97M-V with the def2-TZVPD basis set.

As for the calculated total energy: -1511.6017 Eh. The calculation puts the energy above the lowest of the compared OMol25 structures with the same formula, charge and spin at 0.211 eV. As for the SMILES: CCO[C@H]1OC(C(=O)O)=C[C@@H](c2csc3ccccc23)[C@@H]1CCCO.

The geometry in ORCA input format:
```
! wB97M-V def2-TZVPD RIJCOSX def2/J DEFGRID3
* xyz 0 1
C 0.80011 2.96376 1.81057
C 0.83412 1.56415 2.41433
O 0.43306 0.54009 1.52017
C -0.93477 0.37397 1.33922
O -1.53480 1.44179 0.63806
C -1.29132 1.44871 -0.70564
C -1.63783 2.71597 -1.38457
O -1.54056 2.89668 -2.57413
O -2.06501 3.66424 -0.54414
C -0.76071 0.42824 -1.39187
C -0.43731 -0.88256 -0.75897
C 1.04298 -1.16542 -0.61897
C 1.46581 -2.40587 -0.27635
S 3.17265 -2.55950 -0.07190
C 3.37697 -0.88121 -0.47381
C 4.58767 -0.20733 -0.52371
C 4.58279 1.12624 -0.86993
C 3.38229 1.76652 -1.17129
C 2.18139 1.09431 -1.12282
C 2.14649 -0.25409 -0.75810
C -1.15708 -0.95919 0.60736
C -2.66188 -1.22000 0.44072
C -3.06604 -2.68188 0.64192
C -2.45090 -3.63575 -0.38592
O -2.64874 -3.22331 -1.71714
H 1.41205 2.98890 0.91212
H -0.21712 3.24892 1.55504
H 1.19765 3.67522 2.52998
H 0.20645 1.52551 3.31665
H 1.86035 1.29801 2.68256
H -1.45254 0.37949 2.31615
H -2.27934 4.46986 -1.04043
H -0.59966 0.54758 -2.45146
H -0.85175 -1.66731 -1.40332
H 0.86390 -3.28067 -0.11946
H 5.50626 -0.72607 -0.29602
H 5.51133 1.67527 -0.91406
H 3.39584 2.80947 -1.45302
H 1.26852 1.60843 -1.37197
H -0.70216 -1.73845 1.22265
H -2.97297 -0.89509 -0.55408
H -3.21393 -0.61514 1.16399
H -2.77208 -3.01666 1.63804
H -4.15599 -2.74704 0.57628
H -2.85999 -4.64505 -0.23147
H -1.36877 -3.68693 -0.25690
H -3.59541 -3.15683 -1.88442
*
```

Results of the Mulliken charge analysis, in e, for atoms 1 through 8:
1. C -0.909
2. C -0.332
3. O -0.193
4. C -1.067
5. O -0.493
6. C 0.770
7. C 0.411
8. O -0.603

This record from the Open Molecules 2025 dataset describes a cluster of 2 separate species, C5H10O3 in total in a non-equilibrium geometry. The level of theory is ωB97M-V with the def2-TZVPD basis set.

As for the calculated total energy: -422.0388 Eh. The calculation puts the energy above the lowest of the compared OMol25 structures with the same formula, charge and spin at 5.926 eV. As for the SMILES: C=CC(=C)O.COO.

The geometry in ORCA input format:
```
! wB97M-V def2-TZVPD RIJCOSX def2/J DEFGRID3
* xyz 0 1
C 0.32056 1.12858 3.02749
C 0.75540 0.14891 2.23689
C 0.73845 0.22101 0.77878
C 1.05534 -0.85375 0.01224
O 0.35884 1.39931 0.26266
H -0.10263 2.02812 2.61236
H 0.34020 1.03982 4.10304
H 1.16411 -0.76522 2.65519
H 1.30476 -1.78769 0.48474
H 1.28105 -0.75771 -1.03934
H 0.11692 1.26248 -0.69280
C -1.48598 -0.84029 -1.44602
O -0.76345 0.53543 -2.04276
O 0.27677 0.21357 -2.95994
H -1.10158 -1.66267 -0.85139
H -1.82686 -1.29194 -2.37418
H -2.28130 -0.30296 -0.94056
H -0.15062 0.28502 -3.82639
*
```

Results of the Mulliken charge analysis, in e, for atoms 1 through 8:
1. C -0.726
2. C -0.426
3. C 1.277
4. C -1.436
5. O -0.612
6. H 0.263
7. H 0.271
8. H 0.240

This record from the Open Molecules 2025 dataset describes a cluster of 2 separate species, C4H13NS in total. The level of theory is ωB97M-V with the def2-TZVPD basis set.

As for the calculated total energy: -613.1195 Eh. The calculation puts the energy above the lowest of the compared OMol25 structures with the same formula, charge and spin at 0.258 eV. As for the SMILES: CCN.CCS.

The geometry in ORCA input format:
```
! wB97M-V def2-TZVPD RIJCOSX def2/J DEFGRID3
* xyz 0 1
C 2.71952 -0.67562 2.07567
C 2.23417 -0.30110 0.65707
N 1.14519 -1.10191 0.08992
H 3.79824 -0.81613 2.06986
H 2.21664 -1.54375 2.48237
H 2.50240 0.13106 2.78148
H 3.08395 -0.34584 -0.01644
H 1.88341 0.73075 0.65140
H 1.31594 -2.09197 0.24056
H 0.29614 -0.89915 0.60941
C -1.12362 -0.01063 -2.35105
C -1.32540 1.10107 -1.36787
S -2.02150 0.57083 0.22871
H -0.47861 -0.79801 -1.95682
H -2.07325 -0.46621 -2.65411
H -0.64401 0.39817 -3.23950
H -0.39342 1.60615 -1.15617
H -1.99006 1.84657 -1.80758
H -1.10988 1.18522 0.99200
*
```

Results of the Mulliken charge analysis, in e, for atoms 1 through 8:
1. C -1.026
2. C -0.337
3. N -0.474
4. H 0.271
5. H 0.346
6. H 0.262
7. H 0.368
8. H 0.244

This record from the Open Molecules 2025 dataset describes the molecule C3H2F2OS in a non-equilibrium geometry. The level of theory is ωB97M-V with the def2-TZVPD basis set.

As for the calculated total energy: -788.5412 Eh. The calculation puts the energy above the lowest of the compared OMol25 structures with the same formula, charge and spin at 2.989 eV. As for the SMILES: O=C(S)/C(F)=C\F.

The geometry in ORCA input format:
```
! wB97M-V def2-TZVPD RIJCOSX def2/J DEFGRID3
* xyz 0 1
O 0.29901 -1.72487 0.59594
C 0.65038 -0.55800 0.04056
S 2.32825 -0.03252 -0.45320
C -0.28615 0.67695 0.07767
F 0.27526 1.90717 0.32542
C -1.60241 0.51683 -0.20418
F -2.01748 -0.85504 -0.50760
H 2.94515 -1.20758 0.45907
H -2.59201 1.27707 -0.33368
*
```

Results of the Mulliken charge analysis, in e, for atoms 1 through 8:
1. O -0.473
2. C 0.453
3. S -0.233
4. C 0.300
5. F -0.217
6. C -0.117
7. F -0.220
8. H 0.214

This record from the Open Molecules 2025 dataset describes a cluster of 5 separate species, C20H38ClO6 in total. The level of theory is ωB97M-V with the def2-TZVPD basis set.

As for the calculated total energy: -1696.5039 Eh.

The geometry in ORCA input format:
```
! wB97M-V def2-TZVPD RIJCOSX def2/J DEFGRID3
* xyz -1 1
O -3.19569 0.40781 -1.95868
C -2.01733 0.76184 -1.74282
O -0.96716 0.27778 -2.22808
C -1.84386 1.94982 -0.76791
C -0.48088 1.96670 -0.07357
C 0.36900 3.19241 -0.37361
Cl -0.44154 4.71610 0.16442
H -1.97788 2.85708 -1.36463
H -2.67201 1.92278 -0.06131
H 0.10846 1.10172 -0.38035
H -0.61460 1.94364 1.01254
H 1.30314 3.17253 0.18005
H 0.56967 3.24907 -1.44137
C -5.06907 -3.15891 -1.62674
C -6.27334 -3.72849 -0.87955
C -5.89208 -3.45145 0.56922
O -5.10835 -2.26763 0.56233
C -4.72880 -1.93069 -0.79419
H -5.27525 -2.90904 -2.66594
H -4.24241 -3.87391 -1.60477
H -7.17600 -3.17220 -1.14495
H -6.45586 -4.78663 -1.07244
H -5.29259 -4.27479 0.98068
H -6.76101 -3.30423 1.21631
H -5.29961 -1.05821 -1.11237
H -3.67887 -1.66421 -0.82672
C 4.94842 0.03008 0.54145
C 3.84254 0.05537 1.59490
C 2.91927 1.13702 1.05040
O 3.04758 1.08730 -0.37453
C 4.15705 0.26908 -0.73892
H 5.51503 -0.90050 0.51823
H 5.64789 0.85256 0.71314
H 3.32415 -0.90595 1.61700
H 4.19800 0.27455 2.60148
H 3.22389 2.13164 1.39333
H 1.87936 0.98523 1.32565
H 3.78248 -0.67219 -1.15480
H 4.73769 0.77772 -1.51039
C -0.20004 2.38611 5.26606
C 0.99715 3.28320 5.57047
C 2.03384 2.75263 4.58880
O 1.31153 2.28691 3.45198
C -0.08758 2.22615 3.75598
H -1.15549 2.80955 5.57171
H -0.08047 1.41909 5.76071
H 0.75525 4.32257 5.33799
H 1.33351 3.23406 6.60584
H 2.59413 1.91365 5.01954
H 2.74613 3.51525 4.26882
H -0.59473 3.04008 3.22900
H -0.48840 1.27922 3.39459
C 0.94771 -1.45111 -3.73224
C 1.30958 -2.29051 -4.95720
C 2.79040 -2.56452 -4.72528
O 2.97630 -2.61042 -3.31155
C 1.79318 -2.10868 -2.65821
H -0.10869 -1.43615 -3.48408
H 1.26051 -0.41627 -3.87611
H 0.74822 -3.22907 -4.94953
H 1.11757 -1.78728 -5.90470
H 3.40993 -1.75759 -5.13662
H 3.12648 -3.51031 -5.15814
H 1.26740 -2.95283 -2.19876
H 2.08714 -1.41452 -1.87157
*
```

Results of the Mulliken charge analysis, in e, for atoms 1 through 8:
1. O -0.783
2. C 0.403
3. O -0.587
4. C -0.709
5. C 0.997
6. C -0.470
7. Cl -0.280
8. H 0.237

This record from the Open Molecules 2025 dataset describes the molecule C5H9NO in a non-equilibrium geometry. The level of theory is ωB97M-V with the def2-TZVPD basis set.

As for the calculated total energy: -325.8947 Eh. The calculation puts the energy above the lowest of the compared OMol25 structures with the same formula, charge and spin at 1.165 eV. As for the SMILES: C[C@H]1CN(C)C1=O.

The geometry in ORCA input format:
```
! wB97M-V def2-TZVPD RIJCOSX def2/J DEFGRID3
* xyz 0 1
C 2.23310 -0.33948 0.33589
C 1.04943 0.44551 -0.28368
C -0.14812 -0.13861 -1.15741
N -1.01568 0.14978 -0.02510
C -2.39388 -0.14143 0.23830
C -0.02464 0.65177 0.76494
O 0.00772 1.00691 1.91740
H 1.96552 -1.34720 0.68471
H 2.71649 0.15051 1.21984
H 2.99012 -0.41643 -0.43661
H 1.41676 1.36641 -0.75175
H -0.43258 0.44041 -2.05640
H -0.10346 -1.19993 -1.40502
H -2.61071 0.17647 1.26106
H -3.04495 0.40850 -0.44851
H -2.60511 -1.21319 0.14237
*
```

Results of the Mulliken charge analysis, in e, for atoms 1 through 8:
1. C -1.306
2. C 0.222
3. C -0.659
4. N 0.165
5. C -0.918
6. C 0.384
7. O -0.657
8. H 0.345

no.,M (u),gap between HOMO and LUMO (eV)
1,362.45,8.6043
2,118.13,8.7812
3,107.22,9.8779
4,124.11,9.6317
5,409.97,7.0828
6,99.13,10.1900